Entry 1:
Computed, not measured: an isolated molecule of C23H24N4O6S, with ωB97M-V with the def2-TZVPD basis set.

Values from the calculation:
Charge ... 0
DFT total energy ... -53320.1569 eV
Structure (SMILES) ... COc1cc(C(=O)NCc2nnc(SCC(=O)N3CCc4ccccc43)o2)cc(OC)c1OC
Orbital gap ... 8.447 eV

```
58
Properties=species:S:1:pos:R:3:forces:R:3
C -0.597 -1.432 -3.420 0.28 -0.05 -0.11
O -1.808 -1.076 -2.790 -0.29 0.11 0.32
C -1.891 -1.200 -1.441 -0.28 0.02 0.00
C -0.896 -1.740 -0.642 -0.04 -0.05 0.03
C -1.072 -1.789 0.737 -0.38 0.37 -0.23
C 0.002 -2.293 1.628 0.00 -0.27 -0.01
O 0.250 -1.819 2.718 0.02 0.14 0.19
N 0.678 -3.376 1.136 -0.07 -0.23 -0.11
C 1.987 -3.731 1.640 0.01 0.24 0.13
C 2.986 -3.050 0.771 0.19 -0.31 -0.41
N 3.263 -3.347 -0.460 -0.94 -1.09 0.75
N 4.049 -2.373 -0.943 0.91 1.10 -0.16
C 4.203 -1.518 0.017 0.21 -0.18 -0.48
S 5.058 -0.011 -0.053 0.19 0.18 -0.10
C 4.211 0.625 -1.551 -0.11 -0.27 0.28
C 2.740 0.829 -1.209 0.39 -0.08 -0.27
O 1.915 0.000 -1.550 -0.15 -0.10 -0.05
N 2.448 1.932 -0.488 -0.06 0.05 0.07
C 3.427 2.927 -0.052 0.53 0.27 -0.09
C 2.673 3.880 0.889 0.01 0.01 0.09
C 1.247 3.435 0.762 -0.03 -0.17 -0.15
C 0.111 3.982 1.316 0.04 -0.09 -0.07
C -1.114 3.381 1.056 -0.12 0.07 0.08
C -1.187 2.255 0.256 0.00 0.09 0.04
C -0.048 1.694 -0.303 -0.03 -0.17 -0.13
C 1.168 2.296 -0.039 -0.42 0.25 0.26
O 3.562 -1.888 1.143 -0.19 0.04 0.15
C -2.227 -1.279 1.310 0.13 -0.11 0.06
C -3.243 -0.750 0.525 -0.06 0.00 -0.05
O -4.390 -0.215 1.056 0.30 -0.07 -0.50
C -4.540 -0.208 2.455 -0.03 0.02 0.25
C -3.093 -0.726 -0.871 0.01 -0.02 -0.26
O -3.976 -0.232 -1.782 0.53 0.00 0.25
C -5.337 -0.065 -1.456 -0.53 0.12 0.01
H -0.722 -1.154 -4.465 0.03 -0.05 0.05
H 0.256 -0.892 -2.999 -0.06 -0.04 -0.01
H -0.412 -2.509 -3.354 -0.01 0.03 0.02
H 0.033 -2.057 -1.086 0.12 -0.01 -0.08
H 0.475 -3.675 0.194 -0.04 0.06 0.09
H 2.062 -3.355 2.663 0.01 -0.18 -0.10
H 2.123 -4.813 1.607 0.05 0.15 0.05
H 4.728 1.535 -1.842 0.05 0.02 0.01
H 4.301 -0.140 -2.321 -0.08 0.17 0.02
H 4.262 2.439 0.456 -0.09 0.09 -0.07
H 3.814 3.464 -0.924 0.01 -0.03 0.10
H 2.798 4.923 0.597 0.06 -0.03 0.01
H 3.016 3.778 1.920 0.05 0.02 -0.03
H 0.175 4.862 1.938 0.00 0.10 0.07
H -2.014 3.800 1.480 -0.09 0.03 0.03
H -2.143 1.798 0.052 -0.12 -0.05 -0.02
H -0.114 0.818 -0.922 0.02 -0.03 -0.02
H -2.303 -1.301 2.384 -0.04 0.05 0.12
H -5.503 0.267 2.639 0.08 -0.04 0.05
H -4.554 -1.223 2.865 0.02 0.04 -0.01
H -3.750 0.372 2.942 -0.02 -0.04 -0.01
H -5.756 -0.964 -0.998 0.02 0.04 -0.02
H -5.495 0.785 -0.788 -0.01 -0.11 -0.09
H -5.834 0.123 -2.407 0.01 -0.03 0.07
```
Forces are in eV/Å.

Entry 2:
Computed, not measured: an isolated molecule of C23H24N6O2, with ωB97M-V with the def2-TZVPD basis set.

Values from the calculation:
Charge ... 0
DFT total energy ... -37275.9534 eV
Structure (SMILES) ... COCCn1nnnc1[C@H](c1cc2cc(C)ccc2[nH]c1=O)N1CCc2ccccc21
Orbital gap ... 7.234 eV

```
55
Properties=species:S:1:pos:R:3:forces:R:3
C 1.679 1.481 -3.875 -0.01 0.14 0.03
O 2.099 0.165 -3.569 -0.14 -0.22 0.02
C 3.283 0.079 -2.827 0.20 0.05 0.27
C 3.089 0.300 -1.314 0.35 0.24 -0.72
N 2.515 -0.853 -0.682 -1.29 -0.69 0.56
N 3.271 -1.874 -0.258 1.12 0.52 -0.36
N 2.502 -2.736 0.255 0.42 -0.81 0.37
N 1.234 -2.346 0.203 -1.04 0.33 -0.12
C 1.229 -1.174 -0.390 0.83 0.03 -0.34
C 0.055 -0.284 -0.646 -0.06 0.07 -0.09
C -0.021 0.711 0.496 -0.12 -0.15 0.09
C -0.108 0.344 1.795 0.05 0.15 -0.48
C -0.219 1.306 2.843 -0.04 0.53 0.08
C -0.351 0.950 4.191 -0.01 0.28 -0.03
C -0.483 1.909 5.172 0.01 -0.12 -0.03
C -0.629 1.538 6.615 -0.01 0.04 0.03
C -0.482 3.259 4.799 0.03 -0.12 -0.21
C -0.349 3.640 3.484 0.00 0.00 -0.01
C -0.214 2.668 2.492 -0.03 -0.53 0.53
N -0.055 3.004 1.174 -0.04 0.35 -0.20
C 0.091 2.121 0.133 0.03 0.16 0.18
O 0.340 2.535 -0.990 -0.05 0.04 -0.25
N -1.182 -0.995 -0.852 0.00 0.39 0.17
C -1.846 -1.700 0.240 -0.07 -0.11 0.51
C -2.933 -2.543 -0.441 -0.08 0.11 -0.02
C -2.445 -2.614 -1.860 0.16 -0.01 0.05
C -2.884 -3.388 -2.905 0.10 0.08 0.02
C -2.260 -3.262 -4.142 -0.05 -0.09 -0.18
C -1.214 -2.371 -4.303 -0.05 -0.08 -0.08
C -0.765 -1.581 -3.253 0.10 0.12 0.14
C -1.396 -1.702 -2.026 -0.33 -0.34 -0.42
H 2.484 2.039 -4.365 -0.01 -0.02 -0.04
H 0.842 1.375 -4.562 -0.01 0.09 0.00
H 1.346 2.030 -2.989 0.01 -0.04 -0.04
H 4.020 0.806 -3.194 -0.03 -0.05 0.01
H 3.670 -0.932 -2.990 0.06 0.15 0.07
H 4.065 0.467 -0.852 -0.13 0.04 0.01
H 2.446 1.165 -1.139 0.06 -0.04 0.05
H 0.240 0.288 -1.563 0.07 -0.06 0.21
H -0.101 -0.702 2.066 0.02 -0.16 -0.01
H -0.351 -0.099 4.449 0.00 -0.14 0.05
H -1.576 1.907 7.006 -0.05 -0.03 0.10
H 0.170 1.987 7.204 0.03 -0.02 0.10
H -0.594 0.460 6.746 0.00 -0.06 0.07
H -0.586 4.014 5.564 -0.01 0.10 0.07
H -0.346 4.685 3.211 0.00 0.12 -0.02
H -0.003 3.986 0.928 0.03 -0.21 -0.07
H -2.266 -0.980 0.947 0.03 -0.13 -0.01
H -1.129 -2.349 0.761 -0.13 0.06 -0.01
H -3.036 -3.527 0.016 -0.01 0.04 0.04
H -3.905 -2.045 -0.400 0.00 -0.01 0.04
H -3.694 -4.090 -2.766 -0.08 -0.07 0.01
H -2.587 -3.867 -4.974 -0.01 -0.05 -0.08
H -0.726 -2.288 -5.263 0.04 0.00 -0.08
H 0.068 -0.915 -3.407 0.13 0.09 0.02
```
Forces are in eV/Å.

Entry 3:
Computed, not measured: a structure of composition C23H24N8OsSSi, with ωB97M-V with the def2-TZVPD basis set.

Values from the calculation:
Charge ... +2
DFT total energy ... -57325.4612 eV
Multiplicity ... 5
Orbital gap (alpha / beta) ... 7.243 / 5.410 eV

```
58
Properties=species:S:1:pos:R:3:forces:R:3
Os 0.277 0.095 -0.965 -0.28 -0.18 0.84
C -0.937 3.661 -2.249 0.69 1.39 0.56
C -0.053 3.607 -1.065 0.60 -0.70 0.75
C 0.567 4.744 -0.474 -0.43 0.78 -0.34
C 1.358 4.586 0.653 1.84 0.24 0.82
C 1.844 3.349 1.134 -2.25 1.70 -0.86
C 1.233 2.266 0.461 -0.44 0.93 -0.99
N 0.256 2.445 -0.562 0.47 -0.56 0.56
N 1.533 1.033 0.570 -0.37 -2.46 -0.28
Si 2.811 0.221 1.577 -0.58 -0.41 0.30
C 2.428 0.543 3.385 1.36 1.18 -1.04
C 2.603 -1.586 1.309 -1.67 0.44 -0.72
C 4.387 0.884 0.956 0.30 0.90 -0.68
H -0.298 3.967 -3.067 -0.11 0.44 -0.45
H -1.761 4.351 -2.092 0.01 0.21 -0.21
H -1.296 2.713 -2.478 -0.76 -1.72 -0.30
H 0.359 5.714 -0.969 0.30 -0.52 0.79
H 1.810 5.439 1.163 -0.46 0.16 -0.40
H 2.442 3.292 2.033 0.14 -0.21 -0.27
H 1.392 0.341 3.579 -0.46 0.10 0.37
H 2.757 1.591 3.607 -0.64 -0.83 0.23
H 3.084 -0.121 3.940 -0.08 -0.11 0.30
H 1.584 -1.845 1.671 0.54 -0.06 0.00
H 3.323 -2.012 1.964 0.65 -0.90 0.37
H 2.664 -1.949 0.275 0.37 0.03 0.32
H 4.365 1.987 0.990 0.21 -0.33 0.02
H 4.623 0.601 -0.077 -0.28 0.01 0.11
H 5.226 0.545 1.536 0.40 -0.10 0.48
N -2.973 -2.220 0.491 0.27 0.40 -0.40
C -2.971 -2.285 1.932 -0.98 -1.06 -1.43
C -3.712 -3.309 2.506 0.35 -0.06 0.41
C -3.727 -3.428 3.906 -0.10 0.31 -0.45
C -3.056 -2.480 4.664 0.82 0.72 -0.52
C -2.299 -1.474 4.033 -0.29 0.10 0.01
C -2.266 -1.376 2.664 0.33 0.91 -0.25
S -1.539 0.081 1.871 -0.22 -1.23 -0.66
N -1.268 -0.602 0.239 -0.04 0.62 1.36
C -2.099 -1.516 -0.220 0.77 -0.24 -0.60
C -1.918 -1.774 -1.694 -0.96 -0.91 0.71
C -2.640 -2.739 -2.410 1.33 1.37 0.03
C -2.473 -2.797 -3.796 -0.35 -0.73 1.27
C -1.576 -1.935 -4.356 0.71 0.76 0.08
C -0.875 -1.005 -3.581 -0.35 -0.45 0.06
N -1.012 -0.964 -2.246 -0.12 0.39 -0.98
H -3.527 -2.878 -0.058 0.05 0.25 0.74
H -4.234 -3.996 1.833 0.08 0.09 0.48
H -4.284 -4.218 4.396 0.01 0.06 -0.13
H -3.062 -2.456 5.737 -0.19 -0.32 0.30
H -1.794 -0.656 4.523 0.03 -0.26 0.80
H -3.170 -3.464 -1.849 -0.86 -0.56 0.08
H -2.995 -3.557 -4.367 0.11 0.16 -0.07
H -1.351 -2.040 -5.389 0.09 0.35 -0.80
H -0.210 -0.260 -3.989 0.10 -0.27 -0.28
N 2.571 1.311 -6.446 0.28 -0.96 1.79
C 2.794 0.814 -5.412 0.04 0.68 -1.01
N 3.138 0.279 -4.213 -1.44 -0.11 0.50
C 2.317 0.225 -3.261 2.27 0.68 -2.78
N 1.627 0.260 -2.311 -0.83 -0.11 1.46
```
Forces are in eV/Å.

Entry 4:
Computed, not measured: a structure of composition C23H25As2BCrF7N4O3S3Se, with ωB97M-V with the def2-TZVPD basis set.

Values from the calculation:
Charge ... -2
DFT total energy ... -304016.0456 eV
Multiplicity ... 2
Orbital gap (alpha / beta) ... 6.155 / 4.821 eV

```
70
Properties=species:S:1:pos:R:3:forces:R:3
Cr -0.956 -0.768 -0.755 -2.46 -0.70 1.11
C 4.341 -1.034 0.824 -0.22 0.08 0.08
As 2.924 0.223 0.252 0.29 0.29 0.05
C 3.919 0.913 -1.313 0.00 0.03 -0.04
C 3.441 1.797 1.359 0.16 -0.08 0.11
C 4.525 1.729 2.236 -0.08 -0.08 0.01
C 4.955 2.836 2.953 -0.02 -0.04 -0.05
C 4.289 4.043 2.808 0.05 0.01 0.04
C 3.190 4.114 1.967 0.00 0.06 0.00
C 2.753 3.012 1.238 -0.03 -0.18 0.03
As 1.152 3.096 0.087 -0.04 0.19 -0.06
C 1.676 4.723 -0.918 -0.08 -0.16 -0.07
C -0.026 4.034 1.350 0.01 0.01 0.01
H 5.351 -0.641 0.706 0.00 0.04 -0.01
H 4.224 -1.923 0.204 0.01 -0.03 0.00
H 4.156 -1.313 1.861 0.02 -0.05 -0.01
H 4.932 1.219 -1.043 -0.01 -0.01 0.08
H 3.373 1.769 -1.710 -0.01 -0.05 -0.05
H 3.956 0.149 -2.091 -0.06 -0.01 0.02
H 5.030 0.784 2.381 0.10 0.00 -0.02
H 5.806 2.752 3.619 -0.02 0.00 0.02
H 4.615 4.918 3.359 -0.02 0.00 0.00
H 2.659 5.055 1.889 -0.02 0.01 -0.04
H 2.063 5.510 -0.271 -0.01 0.00 0.05
H 0.787 5.081 -1.439 0.01 -0.01 0.00
H 2.429 4.466 -1.664 0.01 -0.01 0.01
H 0.478 4.885 1.807 0.01 0.03 0.01
H -0.329 3.332 2.123 -0.01 -0.08 0.03
H -0.911 4.383 0.817 0.02 -0.09 -0.05
S -3.937 -2.486 -0.729 -0.78 -0.48 -0.01
C -2.595 -1.703 -0.678 2.84 1.35 -0.17
F 0.364 1.028 3.331 0.01 -0.02 -0.08
B 0.179 -0.242 2.777 0.03 0.25 -0.19
F -0.749 -0.970 3.518 -0.04 -0.04 0.07
F 1.402 -0.921 2.692 -0.02 -0.07 0.05
F -0.335 -0.067 1.427 -0.23 -0.20 -0.22
Se 1.357 -3.017 -1.525 -0.76 -0.16 0.88
N 0.035 -2.419 -0.395 0.61 -1.32 0.49
C -0.119 -3.365 0.577 0.71 0.48 -1.25
C -1.008 -3.277 1.657 -0.59 -0.33 0.93
C -1.075 -4.312 2.567 -0.32 1.12 -0.43
C -0.279 -5.456 2.421 0.84 -0.53 -0.68
C 0.606 -5.572 1.373 -0.33 -0.45 0.86
C 0.715 -4.528 0.429 0.58 0.39 -0.87
N 1.547 -4.559 -0.624 -0.50 0.36 0.27
H -1.610 -2.390 1.784 0.02 -0.04 -0.03
H -1.743 -4.228 3.416 0.00 0.04 -0.06
H -0.360 -6.258 3.147 0.04 0.01 -0.03
H 1.237 -6.445 1.258 -0.02 0.02 -0.01
F -4.853 1.242 -2.215 0.08 0.02 -0.01
C -3.646 1.272 -2.803 0.13 -0.26 0.28
F -3.303 0.012 -3.088 0.02 0.08 -0.12
F -3.788 1.920 -3.969 0.01 0.18 -0.02
S -2.367 2.082 -1.709 -0.40 -0.23 0.50
O -3.101 3.133 -1.057 -0.13 0.15 0.10
O -1.351 2.496 -2.628 0.34 -0.17 -0.24
O -2.017 0.993 -0.769 -0.01 0.71 -0.72
C 0.957 1.938 -6.810 -0.02 -0.09 0.02
C 0.421 0.817 -5.966 0.06 -0.10 0.10
C -0.446 -0.148 -6.468 -0.04 0.01 -0.04
C -0.875 -1.109 -5.569 -0.03 0.00 0.04
N -0.534 -1.115 -4.290 -0.04 -0.06 -0.07
C 0.290 -0.132 -3.887 -0.01 0.02 0.09
S 0.788 -0.070 -2.226 0.45 -0.08 -0.49
N 0.812 0.802 -4.699 -0.05 0.16 -0.13
H 0.976 1.671 -7.868 -0.01 0.04 -0.01
H 1.958 2.192 -6.467 0.01 0.02 -0.04
H 0.327 2.820 -6.678 0.00 0.01 -0.02
H -0.769 -0.158 -7.500 0.02 0.03 -0.01
H -1.527 -1.919 -5.889 -0.03 0.02 0.00
```
Forces are in eV/Å.

no.,F_max (eV Å⁻¹)
1,1.63
2,1.56
3,3.65
4,3.15